Entry 1:
C5H16N2O | the ωB97M-V functional and the def2-TZVPD basis

Results
- ⟨S²⟩: 0.7575
- HOMO energy (spin up / spin down): -0.511 / -0.478 Ha
- Frontier orbital gap (spin up / spin down): 10.74 / 4.94 eV

```
! RIJCOSX wB97M-V def2-TZVPD def2/J DEFGRID3
* xyz 1 2
C -2.341 -0.806 -0.008
C -1.747 0.112 0.938
C -0.321 -0.089 1.526
C 0.755 0.508 0.599
N 1.135 -0.660 -0.332
C 2.613 -0.535 -0.714
N -1.812 -0.890 -1.396
H -2.400 -1.866 0.276
H -3.424 -0.417 -0.041
H -1.991 1.140 0.695
H -2.356 -0.152 1.977
H -0.223 0.392 2.611
H -0.167 -1.202 1.610
H 0.376 1.428 0.087
H 1.662 0.524 1.154
H 0.890 -1.600 0.034
H 2.885 -0.144 -1.723
H 3.120 0.162 0.084
H 3.073 -1.405 -0.655
H -1.934 -1.857 -1.904
H -0.901 -0.473 -1.403
H 1.289 2.578 -0.437
H 1.034 2.325 -1.849
O 0.785 2.928 -1.130
*
```

For each atom in turn, the Mulliken charge in e is:
1. C -0.48
2. C -0.66
3. C -0.75
4. C -0.82
5. N -0.30
6. C -0.85
7. N -0.15
8. H 0.34
9. H 0.32
10. H 0.41
11. H 0.30
12. H 0.34
13. H 0.27
14. H 0.22
15. H 0.81
16. H 0.29
17. H 0.26
18. H 0.27
19. H 0.40
20. H 0.36
21. H 0.30
22. H 0.43
23. H 0.33
24. O -0.64


Entry 2:
C59H66AsGe2N4O6V | the ωB97M-V functional and the def2-TZVPD basis

Results
- ⟨S²⟩: 2.1045
- HOMO energy (spin up / spin down): -0.477 / -0.467 Ha
- Frontier orbital gap (spin up / spin down): 6.65 / 6.34 eV

```
! RIJCOSX wB97M-V def2-TZVPD def2/J DEFGRID3
* xyz 2 3
V -0.119 -0.338 -0.345
C 2.540 -0.435 6.207
C 1.044 -0.342 5.917
C 0.352 -1.610 6.440
C 0.475 0.891 6.632
C 0.758 -0.221 4.428
C -0.557 -0.105 3.968
C -0.805 -0.010 2.620
N 0.166 -0.019 1.699
C 1.435 -0.136 2.118
C 1.755 -0.242 3.461
C 2.443 -0.215 1.030
C 3.794 -0.357 1.260
C 4.690 -0.503 0.197
C 4.141 -0.487 -1.078
C 2.778 -0.329 -1.239
N 1.932 -0.192 -0.221
C 6.173 -0.703 0.467
C 6.340 -2.038 1.211
C 6.984 -0.749 -0.827
C 6.700 0.443 1.339
H 2.692 -0.498 7.284
H 3.081 0.445 5.854
H 2.988 -1.325 5.763
H 0.590 -1.746 7.494
H 0.689 -2.496 5.901
H -0.733 -1.547 6.351
H 0.674 0.815 7.700
H -0.604 0.979 6.502
H 0.936 1.806 6.264
H -1.390 -0.091 4.655
H -1.819 0.091 2.249
H 2.787 -0.336 3.755
H 4.161 -0.368 2.273
H 4.756 -0.595 -1.958
H 2.343 -0.312 -2.229
H 5.971 -2.871 0.613
H 5.812 -2.041 2.164
H 7.396 -2.210 1.415
H 6.707 -1.596 -1.454
H 8.040 -0.860 -0.583
H 6.877 0.168 -1.410
H 6.156 0.541 2.278
H 6.641 1.396 0.812
H 7.745 0.257 1.584
C -0.065 2.097 -5.113
C 0.327 1.853 -3.653
Ge -0.382 0.153 -2.964
C 0.681 -1.316 -3.789
C -0.051 -1.994 -4.949
C -2.200 -0.081 -3.650
C -3.294 -0.393 -2.955
Ge -3.149 -0.489 -1.034
C -3.552 -2.031 0.112
C -4.910 -2.062 0.818
C -3.346 1.282 -0.232
C -4.804 1.665 0.062
C -4.669 -0.537 -3.500
C -4.962 -0.332 -4.851
C -6.256 -0.464 -5.316
C -7.290 -0.797 -4.447
C -7.018 -0.999 -3.105
C -5.715 -0.870 -2.647
H 0.390 3.012 -5.493
H -1.144 2.203 -5.220
H 0.256 1.283 -5.765
H -0.011 2.685 -3.038
H 1.418 1.808 -3.564
H 0.959 -2.060 -3.038
H 1.615 -0.872 -4.148
H -0.992 -2.443 -4.632
H 0.560 -2.784 -5.389
H -0.285 -1.287 -5.746
H -2.314 0.054 -4.723
H -2.762 -2.048 0.871
H -3.408 -2.916 -0.509
H -5.091 -1.169 1.413
H -4.944 -2.913 1.499
H -5.738 -2.184 0.120
H -2.921 1.937 -0.999
H -2.728 1.375 0.666
H -5.408 1.674 -0.844
H -4.831 2.670 0.485
H -5.278 0.998 0.779
H -4.178 -0.070 -5.547
H -6.465 -0.305 -6.365
H -8.299 -0.899 -4.819
H -7.812 -1.261 -2.420
H -5.532 -1.046 -1.587
C -1.421 6.348 -2.267
C -0.084 5.981 -2.263
C 0.325 4.824 -1.613
C -0.610 4.021 -0.973
C -1.949 4.397 -0.967
C -2.353 5.556 -1.612
As -0.050 2.431 0.010
C -0.489 2.980 1.821
C -1.739 3.129 2.401
C -1.834 3.521 3.729
C -0.683 3.758 4.469
C 0.566 3.637 3.882
C 0.672 3.257 2.549
C 1.931 3.191 1.778
C 3.199 3.480 2.273
C 4.292 3.454 1.425
C 4.137 3.144 0.077
C 2.882 2.833 -0.423
C 1.788 2.858 0.428
H -1.734 7.253 -2.767
H 0.650 6.598 -2.761
H 1.377 4.566 -1.618
H -2.695 3.818 -0.433
H -3.395 5.843 -1.595
H -2.649 2.974 1.833
H -2.807 3.654 4.182
H -0.762 4.065 5.503
H 1.453 3.864 4.459
H 3.337 3.746 3.313
H 5.273 3.696 1.810
H 4.995 3.151 -0.583
H 2.763 2.589 -1.473
O 0.354 -2.408 0.383
C -0.394 -2.796 -0.515
O -1.031 -1.854 -1.192
C -0.598 -4.191 -0.926
C -1.295 -4.456 -2.102
C -1.459 -5.773 -2.479
C -0.971 -6.832 -1.736
C -0.293 -6.519 -0.571
C -0.086 -5.224 -0.145
N 0.245 -7.627 0.256
O 0.694 -7.321 1.337
O 0.052 -8.747 -0.147
N -2.189 -6.054 -3.738
O -2.608 -5.091 -4.345
O -2.377 -7.211 -4.013
H -1.696 -3.664 -2.716
H -1.111 -7.857 -2.050
H 0.458 -5.030 0.768
*
```

Atom charges from the Mulliken analysis, given in e for atoms 1 to 99:
1. V 0.16
2. C -2.03
3. C 1.74
4. C -1.68
5. C -1.45
6. C 0.50
7. C -1.16
8. C -1.00
9. N 0.90
10. C 0.17
11. C -0.97
12. C -0.05
13. C -0.71
14. C 0.38
15. C -1.07
16. C -1.26
17. N 1.13
18. C 1.77
19. C -1.59
20. C -2.14
21. C -1.43
22. H 0.43
23. H 0.43
24. H 0.42
25. H 0.47
26. H 0.38
27. H 0.33
28. H 0.51
29. H 0.33
30. H 0.20
31. H 0.68
32. H 0.40
33. H 0.65
34. H 0.60
35. H 0.70
36. H -0.18
37. H 0.37
38. H 0.30
39. H 0.47
40. H 0.42
41. H 0.44
42. H 0.43
43. H 0.26
44. H 0.30
45. H 0.51
46. C -1.49
47. C 0.18
48. Ge 2.02
49. C -0.74
50. C -1.53
51. C -1.18
52. C 0.99
53. Ge 1.26
54. C -0.32
55. C -1.28
56. C 1.31
57. C -1.80
58. C 0.72
59. C -0.66
60. C -0.85
61. C -0.54
62. C -1.15
63. C 0.39
64. H 0.37
65. H 0.34
66. H 0.35
67. H 0.04
68. H 0.22
69. H 0.41
70. H 0.84
71. H 0.33
72. H 0.43
73. H 0.31
74. H 0.48
75. H 0.31
76. H 0.38
77. H 0.28
78. H 0.40
79. H 0.39
80. H -0.07
81. H -0.74
82. H 0.43
83. H 0.49
84. H 0.33
85. H 0.43
86. H 0.43
87. H 0.43
88. H 0.45
89. H -0.24
90. C -0.79
91. C -0.80
92. C -0.08
93. C 1.57
94. C -0.65
95. C -0.91
96. As 1.37
97. C -0.36
98. C -0.13
99. C -1.16


Entry 3:
C35H37F5HgOP2Te | the ωB97M-V functional and the def2-TZVPD basis

Results
- HOMO energy: -0.252 Ha
- Frontier orbital gap: 6.16 eV

```
! RIJCOSX wB97M-V def2-TZVPD def2/J DEFGRID3
* xyz 0 1
Hg 0.926 1.022 0.595
C 0.063 -2.989 -1.820
C -0.778 -2.094 -2.357
C -2.273 -2.294 -2.402
C -2.945 -2.861 -1.131
C -2.352 -2.472 0.199
C -1.233 -3.005 0.703
C -0.737 -4.336 0.202
C -0.367 -4.324 -1.292
C 1.417 2.252 2.282
H 1.147 -2.866 -1.869
H -0.398 -1.367 -3.107
H -2.503 -2.970 -3.241
H -2.767 -1.351 -2.652
H -3.985 -2.504 -1.141
H -2.982 -3.961 -1.210
H -3.029 -1.863 0.805
H -0.736 -2.619 1.602
H -1.516 -5.107 0.334
H 0.135 -4.669 0.777
H 0.448 -5.043 -1.447
H -1.223 -4.667 -1.888
H 2.484 2.149 2.488
H 0.800 1.932 3.126
H 1.171 3.281 1.996
P 0.150 0.487 -1.668
P -1.187 0.272 1.931
C -1.492 0.305 -0.989
C -1.985 0.286 0.315
C -0.034 1.628 -3.054
C -1.069 1.440 -3.995
C -1.169 2.313 -5.079
C -0.281 3.382 -5.225
C 0.735 3.577 -4.280
C 0.849 2.711 -3.195
C 1.721 -0.422 -1.922
C 2.373 -1.106 -0.848
C 3.547 -1.816 -1.066
C 4.074 -1.921 -2.358
C 3.448 -1.255 -3.415
C 2.304 -0.490 -3.197
C -1.931 1.604 2.883
C -2.237 2.824 2.234
C -3.017 3.779 2.887
C -3.488 3.551 4.183
C -3.088 2.395 4.866
C -2.318 1.423 4.230
C -0.396 -0.885 3.111
C 1.000 -0.750 3.311
C 1.710 -1.606 4.141
C 1.046 -2.669 4.776
C -0.335 -2.824 4.597
C -1.069 -1.901 3.847
H -2.247 0.319 -1.784
H -3.079 0.317 0.407
H -1.781 0.622 -3.852
H -1.949 2.150 -5.824
H -0.371 4.057 -6.078
H 1.431 4.403 -4.397
H 1.579 2.883 -2.409
H 1.925 -1.100 0.162
H 4.053 -2.307 -0.231
H 4.947 -2.543 -2.532
H 3.864 -1.325 -4.426
H 1.839 0.066 -4.019
H -1.865 2.999 1.223
H -3.276 4.706 2.376
H -4.177 4.260 4.651
H -3.401 2.249 5.900
H -2.019 0.515 4.757
H 1.544 0.065 2.816
H 2.781 -1.433 4.296
H 1.608 -3.344 5.424
H -0.851 -3.672 5.059
H -2.153 -2.006 3.760
F 3.090 5.418 -1.145
Te 3.499 3.779 -0.271
F 5.297 4.373 -0.156
F 4.066 2.180 0.630
F 3.997 2.981 -1.931
F 3.248 4.631 1.421
O 1.773 3.153 -0.403
*
```

For each atom in turn, the Mulliken charge in e is:
1. Hg 1.56
2. C 0.07
3. C -0.74
4. C -1.24
5. C -1.50
6. C -0.02
7. C 0.25
8. C -1.17
9. C -1.18
10. C -1.93
11. H 0.42
12. H 1.57
13. H 0.63
14. H 0.14
15. H 0.48
16. H 0.29
17. H 1.06
18. H -0.34
19. H 0.35
20. H 0.35
21. H 0.51
22. H 0.31
23. H 0.37
24. H 0.77
25. H 0.37
26. P 1.35
27. P 0.35
28. C -0.63
29. C -1.65
30. C 0.38
31. C -0.48
32. C -0.76
33. C -0.54
34. C -0.74
35. C 0.30
36. C 1.40
37. C -0.60
38. C -0.77
39. C -0.66
40. C -0.81
41. C -0.78
42. C 0.61
43. C -0.67
44. C -0.62
45. C -0.55
46. C -0.51
47. C -0.32
48. C 0.06
49. C -0.01
50. C -1.05
51. C -0.50
52. C -0.65
53. C 0.45
54. H 0.92
55. H 0.59
56. H 0.12
57. H 0.42
58. H 0.37
59. H 0.49
60. H 0.06
61. H 0.06
62. H 0.45
63. H 0.40
64. H 0.42
65. H 0.45
66. H 0.33
67. H 0.40
68. H 0.36
69. H 0.40
70. H 0.23
71. H -0.04
72. H 0.47
73. H 0.40
74. H 0.41
75. H 0.39
76. F -0.44
77. Te 2.11
78. F -0.39
79. F -0.53
80. F -0.47
81. F -0.42
82. O -0.94


no.,total energy (a.u.)
1,-384.43197
2,-10291.32294
3,-3034.36205